(1)
C11H21NOP | ωB97M-V/def2-TZVPD

Computed properties:
Kohn-Sham gap: 0.3534 Eh
HOMO energy: -12.9 eV
structure (SMILES): [H]/P=C/C/C(=C1/OC1(C)C)[NH+](CC)CC

ORCA input file:
```
! RIJCOSX wB97M-V def2-TZVPD def2/J DEFGRID3
* xyz 1 1
H 5.04653 1.19800 -0.86443
P 3.71765 0.81636 -0.89060
C 2.87855 2.10562 -0.23628
C 1.16006 1.63765 -0.27877
C 0.08514 0.36324 0.14062
C -1.22209 0.59814 0.01652
O -2.43641 0.02038 -0.08261
C -2.40420 1.46685 -0.10334
C -2.58794 2.07422 -1.49083
C -2.93385 2.32378 0.98779
N 0.63339 -0.98441 0.39902
C 0.58492 -1.57292 1.78749
C 1.25746 -0.67454 2.77127
C 0.15057 -1.98601 -0.60677
C 0.85494 -3.28462 -0.81268
H 3.18697 3.14400 0.22764
H 0.63423 2.51861 0.12550
H 1.00249 1.73370 -1.31928
H -3.60343 2.61893 -1.66274
H -1.81083 2.81708 -1.61978
H -2.39107 1.24696 -2.21507
H -3.91927 2.68681 0.66634
H -2.21065 3.10918 0.94863
H -3.08834 1.95691 1.94914
H 1.71832 -0.99174 0.28685
H -0.45004 -1.68799 2.10508
H 1.16357 -2.56535 1.74452
H 0.87058 0.28220 2.87787
H 1.39256 -1.19521 3.64551
H 2.22264 -0.36870 2.31457
H -0.88519 -2.02447 -0.24618
H 0.22450 -1.37448 -1.54789
H 0.88701 -3.81016 0.09155
H 0.52283 -3.69174 -1.74394
H 1.92660 -3.07133 -1.16930
*
```



(2)
C11H21O2P | ωB97M-V/def2-TZVPD

Computed properties:
Kohn-Sham gap: 0.3438 Eh
HOMO energy: -9.1 eV

ORCA input file:
```
! RIJCOSX wB97M-V def2-TZVPD def2/J DEFGRID3
* xyz 0 1
C -1.13047 1.82750 0.97532
C -1.05883 0.31127 0.61237
C 0.42359 0.27558 0.92206
C -3.29083 0.50836 -0.52776
C -1.56737 -1.30095 -1.14539
C -1.28713 1.14417 -1.94060
C 1.35338 -2.14748 1.00130
C 2.89341 -0.10374 1.44302
C 2.17134 -0.64673 -0.81887
C -1.77915 0.20944 -0.80366
C 1.72931 -0.72353 0.64397
O -1.91687 2.52726 1.48212
O 1.52446 2.72680 1.72681
P 0.68488 2.03243 0.80161
H -1.61422 -0.49141 1.24258
H 0.35025 0.06883 2.18330
H -3.72934 0.57410 -1.51622
H -3.27160 1.56896 -0.03963
H -3.76568 -0.19143 0.05314
H -2.01214 -2.00425 -0.30705
H -2.07869 -1.55904 -2.17557
H -0.52416 -1.56098 -1.30620
H -0.24597 0.96564 -2.25776
H -1.35095 2.30151 -1.77303
H -1.83212 0.92660 -2.79292
H 0.47286 -2.50932 0.56221
H 1.29211 -2.32978 2.05362
H 2.17894 -2.90716 0.78450
H 2.97204 0.98380 1.20820
H 2.59931 -0.13484 2.59438
H 3.87255 -0.52262 1.27667
H 1.79466 0.07922 -1.47080
H 1.91144 -1.65184 -1.17996
H 3.26847 -0.63188 -0.92400
H 0.96254 2.38551 -0.58778
*
```



(3)
C11H22Br2NaO8 | ωB97M-V/def2-TZVPD

Computed properties:
Kohn-Sham gap: 0.1494 Eh
HOMO energy: -2.1 eV

ORCA input file:
```
! RIJCOSX wB97M-V def2-TZVPD def2/J DEFGRID3
* xyz -1 1
Na 9.67774 55.35621 -11.66559
C 11.22632 53.35043 -9.78477
O 10.31802 53.00980 -10.82596
H 12.16795 53.79033 -10.11330
H 10.71093 54.10727 -9.19346
H 11.47126 52.44759 -9.22532
C 5.94856 54.58817 -11.79028
O 7.26173 54.69698 -11.44084
H 5.40535 55.40914 -11.32227
H 5.85036 54.48558 -12.87099
H 5.48146 53.67706 -11.41638
C 9.89106 58.24107 -17.29641
C 10.09138 56.74229 -17.44345
C 11.62326 56.41171 -17.43119
O 11.87773 56.29974 -16.05363
C 10.80447 55.95861 -15.41802
O 10.74250 55.57094 -14.20526
O 9.71285 56.06680 -16.26664
H 8.84115 58.37899 -17.03798
H 10.14841 58.86151 -18.15485
H 10.52626 58.70820 -16.54380
H 9.61204 56.25314 -18.29145
H 12.26313 57.21118 -17.80471
H 11.86497 55.46805 -17.92025
Br 9.39505 59.03962 -13.93717
C 8.14191 58.70294 -12.40969
C 7.64207 60.12612 -11.90372
Br 8.86911 60.74867 -10.37419
H 8.60982 58.09372 -11.63636
H 7.37673 58.01977 -12.77832
H 6.59734 60.10067 -11.59390
H 7.71828 60.82630 -12.73561
C 11.46244 58.51820 -8.79430
O 12.33192 58.91883 -9.90517
C 12.35077 58.19535 -11.02075
O 11.54201 57.25518 -11.28482
O 13.26470 58.76863 -11.86574
C 13.41062 58.17132 -13.13840
H 11.53527 59.10025 -7.87559
H 11.55646 57.49203 -8.43904
H 10.43219 58.72935 -9.08084
H 13.85541 57.19104 -12.96721
H 14.12689 58.65906 -13.79959
H 12.42565 58.07574 -13.59536
*
```



(4)
C11H22Br4ClN3O5PS | ωB97M-V/def2-TZVPD

Computed properties:
Kohn-Sham gap: 0.3020 Eh
HOMO energy: -12.1 eV

ORCA input file:
```
! RIJCOSX wB97M-V def2-TZVPD def2/J DEFGRID3
* xyz 1 1
N -4.61066 3.36705 -4.59596
P -4.04421 1.87388 -4.41778
O -3.94110 1.09241 -5.94890
O -5.08221 0.93978 -3.41252
N -2.45540 1.87728 -3.57254
C -2.49233 2.32722 -2.17906
C -1.02469 2.19156 -1.72629
N -0.31276 1.68687 -2.91171
C 1.16287 1.34550 -3.00167
C 1.68162 0.53486 -1.70526
C 0.66281 -0.59105 -1.18095
C 0.79010 -0.69439 0.41791
S -0.68081 -0.07517 1.34920
O -0.25677 1.15113 2.15145
O -1.89899 0.17407 0.50540
O -1.06207 -1.27707 2.47392
C -1.16057 1.49630 -4.07304
Cl -0.75437 0.93096 -5.73676
H -3.91596 4.04035 -4.20933
H -3.44078 1.74779 -6.49052
H -4.51260 0.15804 -3.17784
H -3.36783 2.66467 -1.53957
H -0.60603 2.41262 -0.68601
H 1.74598 2.33087 -3.16289
H 1.30641 0.62823 -3.89659
H 1.99165 1.28263 -0.89241
H 2.64419 -0.00864 -2.03815
H 1.00514 -1.60956 -1.60159
H -0.42637 -0.43736 -1.48296
H 0.95848 -1.78868 0.69281
H 1.69291 -0.08344 0.76625
H -1.17353 -0.81631 3.35055
Br 3.90416 0.40361 1.57144
C 3.26703 1.42031 3.10999
C 3.78312 0.83711 4.40105
Br 2.79951 -0.77516 4.88790
H 2.17790 1.44011 3.04964
H 3.65317 2.43009 2.96229
H 3.61913 1.52959 5.22814
H 4.83840 0.56621 4.36287
Br 0.31766 -4.10775 1.86028
C 1.05839 -4.64064 3.58472
C -0.02406 -4.79370 4.62443
Br -0.63186 -3.05915 5.27706
H 1.81076 -3.89779 3.85054
H 1.54857 -5.59735 3.39803
H 0.36099 -5.30724 5.50683
H -0.90501 -5.32064 4.25760
*
```



(5)
C11H22BrNO10S | ωB97M-V/def2-TZVPD

Computed properties:
Kohn-Sham gap: 0.3842 Eh
HOMO energy: -10.0 eV

ORCA input file:
```
! RIJCOSX wB97M-V def2-TZVPD def2/J DEFGRID3
* xyz 0 1
C 1.20984 2.28378 1.14037
C 0.05249 1.35977 0.76970
C -1.23221 2.16382 0.63499
N -2.35410 1.27159 0.33780
C -3.66584 1.77617 0.29466
Br -3.79042 3.78546 0.12081
C -4.54286 1.38065 1.46984
O -5.85407 1.77189 1.02975
S -5.98052 1.27939 -0.48352
O -6.43573 -0.06130 -0.52989
O -6.59550 2.29511 -1.24409
O -4.38494 1.22244 -0.79550
H 1.25680 3.11918 0.43522
H 1.05605 2.72253 2.12906
H 2.16542 1.76939 1.10869
H -0.08563 0.59309 1.53427
H 0.27978 0.87604 -0.18501
H -1.09303 2.91785 -0.14542
H -1.41719 2.68273 1.57631
H -2.16168 0.74940 -0.51070
H -4.23491 1.85793 2.39416
H -4.53869 0.29388 1.57596
C 5.19841 -0.15809 3.22723
O 4.61870 0.28224 1.99394
C 4.82667 -0.53796 0.96421
O 5.43883 -1.57274 0.99956
O 4.24028 -0.01351 -0.11219
C 4.39569 -0.79470 -1.29933
H 4.94602 0.60406 3.95789
H 4.77990 -1.11741 3.52481
H 6.27882 -0.24399 3.13192
H 3.95667 -1.78172 -1.16686
H 5.44712 -0.89196 -1.56231
H 3.86859 -0.25990 -2.08374
C 1.01798 -3.99364 -0.86664
O 0.46911 -2.68468 -1.05765
C -0.45840 -2.62463 -2.01229
O -0.84126 -3.54683 -2.67941
O -0.89841 -1.36545 -2.10095
C -1.91498 -1.17213 -3.09133
H 1.74940 -3.89324 -0.07029
H 0.24060 -4.69699 -0.57593
H 1.50436 -4.33645 -1.77821
H -2.79088 -1.77691 -2.86481
H -1.54793 -1.41564 -4.08617
H -2.17835 -0.11851 -3.04891
*
```



(6)
C11H22CeI2NO3P2 | ωB97M-V/def2-TZVPD

Computed properties:
Kohn-Sham gap (alpha / beta): 0.2107 / 0.1821 Eh
HOMO energy (alpha / beta): -15.3 / -15.3 eV

ORCA input file:
```
! RIJCOSX wB97M-V def2-TZVPD def2/J DEFGRID3
* xyz 2 2
I 1.30909 3.57224 -0.19842
I 0.61215 -2.50768 -1.02621
Ce 0.53167 0.58426 -1.00231
P -1.96253 1.24132 -0.70228
C -2.70150 1.43769 0.93003
C -2.12044 2.84917 -1.52501
H -3.20846 2.87477 -1.71097
H -3.77000 0.45283 -1.90856
H -1.51785 2.86281 -2.45978
H -2.18769 -0.13224 -2.71603
H -2.04267 2.06183 1.55124
H -1.74706 3.63059 -0.82869
C -2.76465 0.02700 -1.77426
H -3.75573 1.62464 0.80465
H -2.81123 -0.98177 -1.24300
H -2.65983 0.43676 1.37348
P 3.18239 0.13646 -1.02204
C 4.00956 -0.15633 0.55967
C 3.38373 -1.31594 -2.11827
H 3.31883 1.84163 -2.74595
H 4.93306 1.14472 -2.22786
H 4.03479 2.39523 -1.19268
C 3.96197 1.53859 -1.89114
H 2.71101 -1.20380 -2.99434
H 4.44436 -1.31877 -2.39698
H 5.05734 -0.35538 0.29509
H 3.51945 -1.01494 1.05893
H 3.04959 -2.22650 -1.56019
H 3.88701 0.74579 1.19033
C 1.06780 0.60199 1.42199
O 1.50844 0.51879 2.47457
O -2.57172 -2.23275 -0.31223
C -1.99540 -2.05591 0.75940
C -2.16085 -2.96366 1.97844
C -2.03432 -1.94101 3.15323
C -1.41801 -0.72032 2.51905
O -1.07247 0.30921 3.11319
N -1.20274 -0.95019 1.11193
H -3.14281 -3.44433 1.97463
H -1.26073 -3.55309 1.86539
H -2.97901 -1.50178 3.43816
H -1.43452 -2.31193 3.98383
*
```